## one
# C4H7N3S

C4H7N3S in the gas phase (the ωB97M-V functional and the def2-TZVPD basis, the Open Molecules 2025 dataset).

Results
* Kohn-Sham gap: 8.46 eV
* SMILES: S=CNC1=NNCC1
* HOMO energy: -8.13 eV

Last column: Löwdin charge in e.
Element x y z (Å)
1 C 2.443 0.128 -0.154  -0.7173
2 C 0.133 -0.426 -0.035  -0.4002
3 C -1.860 0.478 0.245  -0.1363
4 C -0.399 0.908 -0.131  -0.1044
5 H 2.286 1.148 -0.367  0.0382
6 H 1.840 -1.770 0.148  0.1756
7 H -2.536 -1.394 0.145  0.0696
8 H -1.960 0.432 1.317  0.1058
9 H -2.690 0.981 -0.272  0.1129
10 H -0.374 1.265 -1.235  0.1535
11 H 0.173 1.620 0.598  0.1526
12 N 1.479 -0.757 0.091  0.0087
13 N -0.706 -1.407 0.008  0.0531
14 N -1.875 -0.918 -0.353  -0.0687
15 S 4.047 -0.288 -0.003  0.5570

---

## two
# C4H7N3S

C4H7N3S in the gas phase (the ωB97M-V functional and the def2-TZVPD basis, the Open Molecules 2025 dataset).

Results
* Kohn-Sham gap: 8.12 eV
* SMILES: [H]/N=C1\[C@H](C(C)=S)N1N
* HOMO energy: -8.82 eV

Last column: Löwdin charge in e.
Element x y z (Å)
1 C -0.304 -0.197 -0.324  -0.1629
2 C 1.052 0.019 0.193  -0.7278
3 C -1.685 -0.158 0.309  -0.3389
4 C 1.933 -1.205 -0.061  -0.1684
5 N -2.502 -0.676 1.080  0.1819
6 N -1.388 0.858 -0.540  -0.0973
7 N -1.409 2.170 -0.362  0.0281
8 S 1.949 1.344 0.619  0.7191
9 H -0.152 -0.978 -1.096  0.1353
10 H 1.711 -2.147 0.455  0.0860
11 H 2.867 -1.023 0.326  0.0103
12 H 1.889 -1.602 -1.117  0.1049
13 H -2.191 -1.552 1.321  0.0212
14 H -1.176 2.717 -1.197  0.0913
15 H -0.593 2.428 0.393  0.1172

---

## three
# C4H7N3S

A 2-piece molecular cluster, C4H7N3S overall (the ωB97M-V functional and the def2-TZVPD basis, the Open Molecules 2025 dataset).

Results
* Kohn-Sham gap: 7.61 eV
* HOMO energy: -7.44 eV

Last column: Löwdin charge in e.
Element x y z (Å)
1 C -1.299 1.541 1.756  -0.1021
2 C -0.344 -0.569 0.809  -0.1166
3 C 0.343 -0.806 -0.304  -0.7497
4 C -0.197 1.297 -0.348  -0.4855
5 H -2.313 2.023 1.389  0.1295
6 H -0.523 2.322 1.969  0.0956
7 H -1.589 0.942 2.756  0.1371
8 H -0.674 -1.167 1.684  0.1356
9 H 0.109 -3.132 0.216  -0.0619
10 H 1.516 0.628 -1.682  0.3159
11 H -0.384 3.144 0.142  -0.0014
12 N -0.675 0.777 0.822  -0.1623
13 N 0.253 0.257 -1.186  0.0621
14 N -0.073 2.578 -0.641  0.0956
15 S 1.019 -2.426 -0.682  0.7081

---

## four
# C4H7N3S

C4H7N3S in the gas phase (the ωB97M-V functional and the def2-TZVPD basis, the Open Molecules 2025 dataset).

Results
* Kohn-Sham gap: 9.44 eV
* SMILES: [H]/N=C\NN1CCC1=S
* HOMO energy: -8.81 eV

Last column: Löwdin charge in e.
Element x y z (Å)
1 C 0.171 1.905 -1.373  -0.2852
2 C 1.767 -0.519 0.663  -0.0966
3 C 0.753 -1.304 1.533  -0.1090
4 C -0.314 -0.828 0.549  -0.8338
5 H 0.392 2.288 0.458  0.0376
6 H -0.056 2.221 -2.364  0.0991
7 H 0.040 -0.076 -2.018  0.1486
8 H 2.368 0.284 1.145  0.1208
9 H 2.439 -1.102 0.043  0.1111
10 H 0.614 -0.957 2.541  0.1057
11 H 0.873 -2.386 1.554  0.1122
12 N 0.159 2.745 -0.426  0.0937
13 N 0.515 0.543 -1.319  0.0302
14 N 0.594 -0.033 -0.073  -0.1801
15 S -1.863 -1.161 0.196  0.6457

---

Most favorable structure: four. The second most favorable one is 0.0108 hartree above it.

---

## one
# C4H7N3S

C4H7N3S in the gas phase (the ωB97M-V functional and the def2-TZVPD basis, the Open Molecules 2025 dataset).

Results
* Kohn-Sham gap: 7.97 eV
* SMILES: S=CNC1=NNCC1
* HOMO energy: -7.87 eV

Last column: Löwdin charge in e.
Element x y z (Å)
1 C -1.628 0.405 -0.283  -0.6878
2 C 0.704 -0.296 0.024  -0.4549
3 C 2.735 0.839 0.090  -0.1789
4 C 1.228 1.036 0.114  -0.1851
5 H -1.296 1.469 -0.921  0.1499
6 H -0.782 -1.860 0.573  0.2747
7 H 3.171 -1.266 -0.721  0.1636
8 H 3.149 1.655 -0.874  0.1813
9 H 3.222 1.207 1.089  0.1242
10 H 0.920 1.607 1.151  0.1759
11 H 0.748 1.636 -0.673  0.0849
12 N -0.728 -0.696 0.117  -0.0552
13 N 1.537 -1.162 -0.105  0.0275
14 N 2.690 -0.612 -0.030  -0.1147
15 S -3.241 0.059 0.051  0.4947

---

## two
# C4H7N3S

C4H7N3S in the gas phase (the ωB97M-V functional and the def2-TZVPD basis, the Open Molecules 2025 dataset).

Results
* Kohn-Sham gap: 9.06 eV
* SMILES: C=CN/C=N\C=N\S
* HOMO energy: -8.34 eV

Last column: Löwdin charge in e.
Element x y z (Å)
1 C 1.470 -1.136 0.352  -0.4036
2 C -0.806 -1.684 -0.207  -0.2197
3 C -0.939 0.788 -0.257  -0.1839
4 C -1.580 1.843 0.225  0.0044
5 H 3.300 1.566 -0.461  -0.1694
6 H 1.809 -1.210 1.389  0.1004
7 H -1.500 -2.522 -0.442  0.1315
8 H -2.483 -0.642 -0.146  0.1262
9 H 0.018 0.871 -0.766  0.0883
10 H -2.551 1.778 0.726  0.0574
11 H -1.152 2.863 0.158  0.0640
12 N 1.980 -0.318 -0.485  -0.3836
13 N 0.398 -1.992 0.140  0.0786
14 N -1.495 -0.529 -0.200  0.0313
15 S 3.531 0.322 -0.024  0.6780

---

Most favorable structure: two. The second most favorable one is 0.1453 hartree above it.

---

## one
# C4H7N3S

A 2-piece molecular cluster, C4H7N3S overall (the ωB97M-V functional and the def2-TZVPD basis, the Open Molecules 2025 dataset).

Results
* Kohn-Sham gap (alpha / beta): 8.57 / 8.57 eV
* HOMO energy (alpha / beta): -8.31 / -8.31 eV

Last column: Löwdin charge in e.
Element x y z (Å)
1 C 1.283 -1.212 -0.175  -0.0149
2 C -2.299 -0.257 -0.652  -0.8459
3 C 1.732 -1.305 -1.601  -0.0429
4 C -1.615 1.248 1.350  -0.0975
5 N 0.492 -1.514 0.668  -0.1031
6 N -0.026 -1.176 1.751  -0.0086
7 N -1.999 0.648 0.080  -0.0069
8 S -2.589 -1.481 -1.563  0.6422
9 H 2.036 -0.264 -1.775  0.0868
10 H 0.793 -1.440 -2.156  0.0702
11 H 2.452 -2.025 -1.795  0.0488
12 H -1.191 2.235 1.010  0.0863
13 H -2.427 1.605 1.839  0.0218
14 H -0.874 0.478 1.951  0.1017
15 H -0.369 -2.042 2.142  0.0622

---

## two
# C4H7N3S

C4H7N3S in the gas phase (the ωB97M-V functional and the def2-TZVPD basis, the Open Molecules 2025 dataset).

Results
* Kohn-Sham gap: 8.44 eV
* SMILES: [H]/N=C(/N)N1C[C@@H]1C=S
* HOMO energy: -9.00 eV

Last column: Löwdin charge in e.
Element x y z (Å)
1 C -1.194 -0.314 -0.247  -0.5662
2 C 1.197 -0.904 0.223  -0.0728
3 C 1.181 0.481 -0.426  -0.3398
4 C 1.031 1.648 0.511  -0.6110
5 H -1.379 -2.296 -0.102  0.0993
6 H -2.692 -1.396 0.545  0.0983
7 H -1.434 1.428 -0.949  0.0584
8 H 1.886 -1.669 -0.203  0.1170
9 H 1.040 -1.031 1.306  0.1222
10 H 1.773 0.686 -1.333  0.1305
11 H 0.258 1.595 1.269  0.0600
12 N -1.686 -1.453 0.381  0.1107
13 N -1.950 0.652 -0.509  0.1344
14 N 0.151 -0.471 -0.655  -0.0250
15 S 1.818 3.043 0.188  0.6840

---

Most favorable structure: two. The second most favorable one is 0.1019 hartree above it.

---

## one
# C6H6O2

A 2-piece molecular cluster, C6H6O2 overall (the ωB97M-V functional and the def2-TZVPD basis, the Open Molecules 2025 dataset).

Results
* Kohn-Sham gap: 9.18 eV
* HOMO energy: -8.66 eV

Last column: Löwdin charge in e.
Element x y z (Å)
1 C 0.189 -1.517 0.813  -0.0413
2 C -0.280 -1.015 1.940  -0.1366
3 C 0.256 -0.410 -0.179  -0.2916
4 C -0.287 0.621 0.511  -0.0954
5 C -0.751 2.551 -0.142  -0.0435
6 C 0.678 -0.560 -1.586  -0.0645
7 O -1.254 3.343 0.548  0.1043
8 O -0.649 0.300 1.780  0.0091
9 H 0.302 -2.565 0.410  0.1329
10 H -0.209 -1.536 2.824  0.0958
11 H -0.311 2.512 -1.124  0.0830
12 H 0.185 -1.470 -1.996  0.0923
13 H 0.349 0.345 -2.123  0.0690
14 H 1.780 -0.598 -1.676  0.0864

---

## two
# C6H6O2

C6H6O2 in the gas phase (the ωB97M-V functional and the def2-TZVPD basis, the Open Molecules 2025 dataset).

Results
* Kohn-Sham gap: 10.27 eV
* SMILES: O=C1[C@H]2C=C[C@]1(O)C2
* HOMO energy: -9.50 eV

Last column: Löwdin charge in e.
Element x y z (Å)
1 C 0.822 0.173 -0.187  -0.4187
2 C 0.181 -0.151 1.209  -0.0505
3 C -1.152 0.241 0.495  -0.1473
4 C -1.197 -0.763 -0.670  -0.0376
5 C 0.064 -0.855 -1.083  0.0082
6 C -0.245 1.329 -0.232  -0.2718
7 H 2.626 -0.370 -0.115  0.1062
8 H 0.631 0.543 1.981  0.1422
9 H 0.288 -1.155 1.605  0.1122
10 H -2.056 0.485 1.027  0.1288
11 H -2.121 -1.043 -1.132  0.1034
12 H 0.409 -1.319 -1.993  0.1087
13 O 2.165 0.449 -0.304  0.0533
14 O -0.416 2.438 -0.599  0.1629

---

Most favorable structure: two. The second most favorable one is 0.0451 hartree above it.

---

## one
# C3H6N4S

C3H6N4S in the gas phase (the ωB97M-V functional and the def2-TZVPD basis, the Open Molecules 2025 dataset).

Results
* Kohn-Sham gap: 8.70 eV
* SMILES: NNC1=NN=CCS1
* HOMO energy: -8.23 eV

Last column: Löwdin charge in e.
Element x y z (Å)
1 C 0.537 0.137 -0.400  -0.7441
2 C -0.102 -1.013 1.989  -0.2078
3 C -1.202 -1.241 0.934  -0.4031
4 H -0.039 2.755 -1.251  0.1936
5 H 0.112 1.874 -2.922  0.0575
6 H 1.971 0.959 -1.587  0.1698
7 H -0.438 -1.058 3.015  0.0942
8 H -1.010 -2.059 0.285  0.0540
9 H -2.138 -1.509 1.352  0.0583
10 N 0.027 1.765 -1.938  -0.1022
11 N 0.922 0.734 -1.544  -0.1378
12 N 1.434 -0.453 0.354  -0.0015
13 N 1.108 -0.776 1.660  -0.0195
14 S -1.143 0.178 -0.235  0.9885

---

## two
# C3H6N4S

C3H6N4S in the gas phase (the ωB97M-V functional and the def2-TZVPD basis, the Open Molecules 2025 dataset).

Results
* Kohn-Sham gap: 9.06 eV
* SMILES: C/N=C1\NN=CNS1
* HOMO energy: -8.63 eV

Last column: Löwdin charge in e.
Element x y z (Å)
1 C 0.394 -2.569 0.158  -0.1644
2 C 0.562 -0.214 -0.062  -0.7062
3 C -0.830 2.285 -0.011  -0.3253
4 H 1.052 -3.411 -0.198  0.0788
5 H 0.274 -2.722 1.325  0.1203
6 H -0.523 -2.596 -0.416  0.0545
7 H -1.358 -0.769 0.025  0.1479
8 H -1.465 3.170 -0.140  0.1229
9 H 0.873 3.373 -0.108  0.1083
10 N 1.148 -1.360 -0.033  -0.0608
11 N -0.718 0.044 0.209  -0.0203
12 N -1.419 1.193 -0.147  0.0196
13 N 0.553 2.389 0.117  -0.3379
14 S 1.457 1.185 -0.718  0.9626

---

Most favorable structure: two. The second most favorable one is 0.0404 hartree above it.

---

## one
# C23H31N3O3

C23H31N3O3 in the gas phase (the ωB97M-V functional and the def2-TZVPD basis, the Open Molecules 2025 dataset).

Results
* Kohn-Sham gap: 8.13 eV
* SMILES: COc1ccccc1N1CCN([C@H]2CCCN(C(=O)c3cc(C)oc3C)C2)CC1
* HOMO energy: -7.47 eV

Last column: Löwdin charge in e.
Element x y z (Å)
1 C 2.777 3.152 0.688  -0.0882
2 H 1.753 3.520 0.757  0.0892
3 H 3.298 3.688 -0.113  0.0974
4 O 2.666 1.780 0.412  -0.1156
5 C 3.818 1.028 0.334  -0.1967
6 C 5.086 1.564 0.470  -0.0329
7 C 6.212 0.752 0.447  -0.1027
8 C 6.066 -0.609 0.287  -0.1031
9 C 4.804 -1.156 0.125  -0.0273
10 C 3.656 -0.365 0.133  -0.1592
11 N 2.396 -0.916 0.008  -0.0809
12 C 2.198 -2.336 0.188  -0.1588
13 C 0.719 -2.606 0.449  -0.1546
14 N -0.081 -2.282 -0.724  -0.1225
15 C 0.557 -1.276 -1.556  -0.1468
16 C 1.365 -0.247 -0.763  -0.1348
17 H 1.822 0.458 -1.461  0.1288
18 H 0.702 0.322 -0.099  0.1110
19 H -0.196 -0.759 -2.151  0.1089
20 H 1.229 -1.789 -2.255  0.1225
21 C -1.500 -2.107 -0.494  -0.3003
22 C -2.188 -3.425 -0.123  -0.1491
23 C -3.701 -3.208 -0.107  -0.1619
24 C -4.073 -2.078 0.853  -0.1381
25 N -3.333 -0.877 0.530  -0.0410
26 C -3.985 0.282 0.276  -0.3986
27 O -5.198 0.377 0.367  0.0639
28 C -3.140 1.441 -0.102  -0.0892
29 C -3.164 2.673 0.494  -0.2468
30 O -2.277 3.495 -0.108  0.0951
31 C -1.694 2.808 -1.120  -0.3037
32 C -2.189 1.542 -1.162  0.0170
33 H -1.941 0.784 -1.876  0.1110
34 C -0.653 3.489 -1.935  0.0002
35 H -0.710 3.159 -2.969  0.0861
36 H 0.343 3.256 -1.556  0.0693
37 H -0.797 4.565 -1.890  0.0854
38 C -3.956 3.177 1.644  0.0123
39 H -4.805 2.518 1.801  0.0816
40 H -4.310 4.185 1.438  0.0878
41 H -3.352 3.207 2.551  0.0871
42 C -1.904 -1.057 0.569  -0.0957
43 H -1.402 -0.108 0.394  0.1059
44 H -1.635 -1.419 1.569  0.1306
45 H -5.135 -1.837 0.785  0.1206
46 H -3.841 -2.375 1.884  0.1321
47 H -4.211 -4.122 0.200  0.1118
48 H -4.042 -2.950 -1.111  0.1186
49 H -1.919 -4.193 -0.849  0.1192
50 H -1.853 -3.755 0.862  0.1137
51 H -1.925 -1.780 -1.450  0.1464
52 H 0.427 -2.017 1.330  0.1222
53 H 0.581 -3.666 0.682  0.1215
54 H 2.528 -2.928 -0.680  0.1275
55 H 2.773 -2.657 1.061  0.1290
56 H 4.714 -2.220 -0.024  0.0993
57 H 6.932 -1.254 0.275  0.0997
58 H 7.189 1.194 0.564  0.0986
59 H 5.215 2.624 0.615  0.0999
60 H 3.289 3.336 1.638  0.0973

---

## two
# C23H31N3O3

C23H31N3O3 in the gas phase (the ωB97M-V functional and the def2-TZVPD basis, the Open Molecules 2025 dataset).

Results
* Kohn-Sham gap: 8.94 eV
* SMILES: CCOC(=O)C1(CCOC)CCN(Cc2cnc(-c3cccc(C)c3)nc2)CC1
* HOMO energy: -8.55 eV

Last column: Löwdin charge in e.
Element x y z (Å)
1 C -0.620 -1.603 0.451  -0.0525
2 C 0.795 -2.142 0.611  -0.2014
3 H 1.042 -2.815 -0.216  0.1248
4 H 0.910 -2.662 1.565  0.1251
5 O 1.757 -1.088 0.641  -0.0149
6 C 2.173 -0.625 -0.540  -0.4707
7 O 1.775 -1.034 -1.598  0.1333
8 C 3.200 0.500 -0.404  -0.3592
9 C 3.123 1.222 0.944  -0.0983
10 C 1.784 1.934 1.113  -0.1744
11 N 1.558 2.879 0.034  -0.1440
12 C 1.573 2.217 -1.258  -0.1737
13 C 2.917 1.539 -1.497  -0.1016
14 H 2.897 1.049 -2.471  0.1256
15 H 3.708 2.290 -1.491  0.1294
16 H 1.407 2.975 -2.028  0.1278
17 H 0.775 1.459 -1.347  0.1216
18 C 0.366 3.694 0.241  -0.1515
19 C -0.894 2.876 0.279  -0.1759
20 C -1.608 2.537 -0.869  -0.0767
21 N -2.610 1.681 -0.863  0.1467
22 C -2.936 1.118 0.299  -0.3080
23 N -2.358 1.415 1.463  0.1392
24 C -1.363 2.278 1.448  -0.0831
25 H -0.922 2.505 2.412  0.1216
26 C -3.995 0.109 0.299  -0.1630
27 C -4.637 -0.229 -0.891  0.0111
28 C -5.634 -1.189 -0.913  -0.2727
29 C -5.987 -1.815 0.280  -0.0494
30 C -5.354 -1.487 1.466  -0.0766
31 C -4.359 -0.528 1.483  -0.0373
32 H -3.856 -0.259 2.399  0.1026
33 H -5.640 -1.984 2.382  0.1013
34 H -6.764 -2.566 0.274  0.1106
35 C -6.337 -1.543 -2.188  -0.0524
36 H -6.405 -2.624 -2.302  0.0785
37 H -5.815 -1.130 -3.046  0.0744
38 H -7.352 -1.145 -2.179  0.0827
39 H -4.337 0.275 -1.797  0.1093
40 H -1.369 2.976 -1.831  0.1216
41 H 0.319 4.422 -0.574  0.1240
42 H 0.495 4.231 1.185  0.1240
43 H 1.793 2.495 2.052  0.1282
44 H 0.985 1.178 1.174  0.1132
45 H 3.248 0.523 1.770  0.1162
46 H 3.925 1.961 0.983  0.1305
47 C 4.591 -0.120 -0.643  -0.0871
48 C 4.904 -1.318 0.246  -0.2167
49 O 4.145 -2.421 -0.194  -0.1942
50 C 4.289 -3.552 0.621  -0.1042
51 H 5.335 -3.885 0.657  0.0893
52 H 3.950 -3.351 1.646  0.0920
53 H 3.675 -4.335 0.181  0.0921
54 H 5.978 -1.558 0.179  0.1285
55 H 4.675 -1.100 1.300  0.1235
56 H 5.351 0.648 -0.487  0.1281
57 H 4.643 -0.460 -1.679  0.1346
58 H -0.858 -0.905 1.252  0.0673
59 H -1.333 -2.421 0.480  0.0824
60 H -0.719 -1.091 -0.503  0.0785

---

Most favorable structure: two. The second most favorable one is 0.0434 hartree above it.